w.
Entry from OMol25: one molecule with the formula C6H12O (wB97M-V/def2-TZVPD).

Element x y z (Å)
C: 1.202 -1.009 1.701
C: 1.085 -0.244 0.406
C: 0.511 -1.054 -0.747
O: 0.207 -0.079 -1.726
C: -0.441 0.973 -0.986
C: -1.978 0.733 -1.082
C: 0.118 0.940 0.459
H: 1.809 -1.907 1.557
H: 0.203 -1.307 2.040
H: 1.661 -0.396 2.482
H: 2.068 0.124 0.075
H: 1.210 -1.783 -1.163
H: -0.404 -1.582 -0.414
H: -0.068 1.935 -1.322
H: -2.410 0.518 -2.077
H: -2.510 1.594 -0.674
H: -2.224 -0.146 -0.465
H: -0.699 0.834 1.181
H: 0.661 1.856 0.754

Calculated values
**Kohn-Sham gap**: 10.71 eV
**SMILES**: C[C@H]1CO[C@@H](C)C1
**2S+1**: 1
**Charge**: 0

=====

x.
Entry from OMol25: one molecule with the formula C6H12O (wB97M-V/def2-TZVPD).

Element x y z (Å)
C: 2.620 0.785 0.131
C: 1.610 -0.298 -0.185
O: 0.576 -0.233 0.781
C: -0.496 -1.049 0.435
C: -1.805 -0.786 1.092
C: -1.620 -0.461 -0.373
C: -1.556 0.994 -0.789
H: 3.001 0.660 1.149
H: 2.150 1.770 0.060
H: 3.465 0.745 -0.565
H: 2.081 -1.295 -0.159
H: 1.194 -0.165 -1.196
H: -0.222 -2.091 0.251
H: -1.851 0.065 1.767
H: -2.415 -1.636 1.383
H: -2.095 -1.130 -1.089
H: -0.699 1.200 -1.442
H: -2.464 1.274 -1.332
H: -1.472 1.650 0.083

Calculated values
**Kohn-Sham gap**: 10.42 eV
**SMILES**: CCO[C@H]1C[C@H]1C
**2S+1**: 1
**Charge**: 0

=====

w comes first in stability; the runner-up is 79.0 kJ/mol higher.